1.
A molecular structure, C18H32CoGeN4O2PSSe in a non-equilibrium geometry, computed with ωB97M-V with the def2-TZVPD basis set.

CARTESIAN COORDINATES (ANGSTROEM)
Co  -0.304642  0.777583  -0.405909
N  -7.257092  -2.884142  -0.295724
C  -5.967116  -2.569367  -0.011373
C  -4.952963  -2.794805  -0.954734
C  -3.663142  -2.374566  -0.708870
C  -3.365221  -1.743628  0.489130
C  -4.340081  -1.548275  1.455515
C  -5.631212  -1.959006  1.208061
S  -1.738267  -1.137065  0.783828
O  -1.142532  -1.675858  1.968551
O  -0.953304  -1.336000  -0.453495
N  -1.843990  0.495831  0.866384
C  -1.266294  1.194779  1.861980
N  -0.144598  1.842658  1.443963
C  0.495759  2.606328  2.313906
C  0.025163  2.775037  3.604278
C  -1.124301  2.068325  3.940305
N  -1.754824  1.282365  3.089257
H  -7.465659  -3.455426  -1.095562
H  -7.945297  -2.856043  0.435830
H  -5.200896  -3.288229  -1.882998
H  -2.875799  -2.530008  -1.430916
H  -4.076181  -1.074637  2.388680
H  -6.404156  -1.804473  1.945674
H  1.409019  3.081408  1.973384
H  0.525864  3.423186  4.300686
H  -1.557833  2.128792  4.930502
C  -1.278074  3.919543  -1.726074
P  -0.376829  2.352839  -2.007021
C  1.324025  2.946930  -2.353341
C  -0.952778  1.870657  -3.677289
H  -1.078344  4.618197  -2.539264
H  -0.958609  4.353741  -0.780357
H  -2.347700  3.720502  -1.670280
H  1.309893  3.765577  -3.069734
H  1.921095  2.123962  -2.745542
H  1.781267  3.281942  -1.424217
H  -0.763902  2.674941  -4.386742
H  -2.018299  1.651109  -3.643156
H  -0.430779  0.970905  -3.997816
C  5.216728  -1.139163  -1.149794
Ge  4.563105  -1.162447  0.728333
C  4.783544  0.632822  1.542596
C  5.372907  -2.658165  1.748110
C  2.542160  -1.369856  0.711486
Se  1.872702  -0.158255  -0.645604
C  1.685894  -1.419676  -2.104810
H  6.256862  -0.824909  -1.165420
H  4.645539  -0.436697  -1.753736
H  5.164738  -2.123189  -1.607254
H  5.764213  1.049113  1.335818
H  4.654960  0.590282  2.620209
H  4.032980  1.305364  1.130290
H  6.451787  -2.545093  1.797447
H  5.154203  -3.604011  1.261425
H  4.985504  -2.695814  2.761292
H  2.122872  -1.061932  1.668474
H  2.167595  -2.365275  0.487919
H  2.624601  -1.957090  -2.225183
H  1.461963  -0.857904  -3.009404
H  0.863771  -2.093711  -1.871695

Force components x, y, z for each atom (eV/Å):
Co -0.702 -1.172 1.370
N -0.258 -0.112 0.006
C 0.341 0.155 -0.048
C -0.007 0.028 0.078
C 0.013 -0.031 -0.066
C 0.680 0.238 0.005
C -0.149 -0.053 0.067
C 0.096 0.014 0.007
S -0.500 0.038 0.323
O -0.232 -0.050 0.162
O -0.229 0.412 -0.220
N -0.385 -0.871 -1.869
C 0.952 1.116 1.553
N -0.453 -0.718 -0.415
C 0.211 0.286 0.276
C -0.086 -0.101 -0.222
C 0.331 0.236 0.138
N -0.486 -0.491 -0.426
H -0.014 0.009 0.067
H 0.007 -0.045 -0.057
H 0.036 -0.026 -0.104
H -0.027 -0.025 -0.113
H -0.057 0.095 0.144
H -0.041 0.049 0.113
H -0.041 0.048 -0.012
H 0.076 0.040 0.123
H 0.049 0.058 0.076
C 0.027 -0.361 0.159
P 0.300 0.779 -1.017
C -0.287 -0.161 0.129
C 0.035 -0.053 0.366
H 0.001 -0.032 0.020
H -0.002 0.069 0.023
H -0.017 0.025 0.012
H 0.011 0.038 -0.059
H 0.043 0.024 -0.021
H 0.068 0.046 0.027
H -0.024 0.012 -0.032
H -0.052 0.003 -0.041
H 0.029 -0.025 -0.056
C -0.204 -0.010 0.527
Ge -0.105 -0.025 -0.078
C -0.006 -0.517 -0.163
C -0.283 0.503 -0.279
C 0.335 -0.020 0.157
Se 1.061 0.621 -0.799
C -0.184 -0.070 0.095
H 0.112 0.044 0.050
H -0.018 0.051 0.006
H -0.040 -0.143 -0.005
H 0.128 0.025 -0.056
H -0.039 -0.051 0.134
H -0.038 0.048 -0.074
H 0.117 0.072 -0.020
H -0.056 -0.083 -0.096
H -0.067 0.032 0.121
H -0.007 0.007 0.032
H -0.047 -0.051 -0.025
H -0.038 0.065 0.030
H 0.041 0.015 0.010
H 0.084 -0.003 -0.031

Charge = +1
E = -208848.2779 eV
Multiplicity = 2
Strongest force on any atom = 2.14 eV/A
Frontier orbital gap (spin up / spin down) = 6.8 / 7.7 eV
⟨S²⟩ = 1.23

2.
A gas-phase ion, C5H8ClN2O2 (charge +1) in a non-equilibrium geometry, computed with ωB97M-V with the def2-TZVPD basis set.

CARTESIAN COORDINATES (ANGSTROEM)
C  0.539424  -0.985522  1.593121
C  -0.369813  -0.818839  0.420747
C  -0.045978  -1.823702  -0.714948
N  -0.243333  0.489290  -0.229808
N  1.050552  0.936725  -0.341057
O  1.067263  2.214457  -1.009130
C  -0.106004  2.715384  -1.243255
O  -0.543968  3.700941  -1.677572
C  -1.119877  1.334673  -0.657654
Cl  -2.753692  1.111885  -0.777703
H  1.511667  -1.507048  1.408180
H  0.741603  -0.095697  2.276624
H  -0.045174  -1.663140  2.338864
H  -1.325777  -0.776499  0.818854
H  -0.742706  -1.605073  -1.457704
H  -0.141049  -2.799771  -0.342203
H  0.959451  -1.538185  -1.071787
H  1.567412  1.110120  0.666431

Force components x, y, z for each atom (eV/Å):
C 0.589 -0.956 3.436
C 1.834 -0.426 -1.105
C 0.654 2.039 1.343
N -0.961 2.170 0.605
N 3.020 1.211 1.567
O 1.452 -0.772 0.708
C -3.905 -2.426 1.229
O 0.630 0.177 -0.215
C 2.105 1.350 -0.966
Cl 0.177 0.009 0.064
H -0.831 0.571 -0.144
H -0.362 -0.730 -1.160
H 1.120 0.891 -1.344
H -2.187 -0.444 0.161
H -1.142 -0.211 -1.606
H 0.125 -1.397 0.217
H -0.377 -0.661 0.158
H -1.943 -0.396 -2.946

Charge = +1
E = -24900.9996 eV
Structure (SMILES) = CC(C)[n+]1[nH]oc(=O)c1Cl
Strongest force on any atom = 4.76 eV/A
Frontier orbital gap = 10.1 eV

3.
A gas-phase ion, C4H11N2O (charge +1) in a non-equilibrium geometry, computed with ωB97M-V with the def2-TZVPD basis set.

CARTESIAN COORDINATES (ANGSTROEM)
C  -2.211567  -0.819087  0.900009
C  -0.901120  -0.867444  0.114341
N  0.168516  -1.229325  1.109003
C  -0.602123  0.648406  -0.300402
C  0.861309  0.793949  -0.596508
N  1.257080  0.894505  -1.828856
O  1.635442  0.842206  0.409668
H  -2.412117  -1.782614  1.372255
H  -2.179861  -0.049587  1.671445
H  -3.082094  -0.596067  0.273053
H  -0.777812  -1.444819  -0.801363
H  0.750529  -1.944231  0.691113
H  -0.298953  -1.668955  1.891352
H  -1.066952  1.274896  0.455110
H  -1.174467  0.895362  -1.197304
H  2.218136  1.096448  -2.072002
H  0.564518  1.004895  -2.547241
H  1.293830  0.250727  1.129373

Force components x, y, z for each atom (eV/Å):
C -0.662 -0.709 -0.887
C 0.995 2.077 1.294
N -0.445 -0.175 -0.670
C -0.722 -1.320 -1.254
C -2.419 0.691 0.878
N 0.672 0.425 0.055
O 1.988 0.070 -0.447
H -0.008 0.019 -0.013
H 0.254 -0.089 0.029
H 0.219 -0.015 -0.024
H -0.685 -0.420 0.262
H 0.239 -0.149 0.175
H 0.238 -0.016 0.228
H 1.008 0.323 0.366
H 0.016 -0.227 -0.136
H 0.113 -0.186 0.094
H -0.110 -0.016 -0.185
H -0.690 -0.283 0.236

Charge = +1
E = -9347.9264 eV
Structure (SMILES) = C[C@H](N)CC(=[NH2+])O
Strongest force on any atom = 2.66 eV/A
Frontier orbital gap = 11.0 eV

4.
11 unconnected molecules or ions with the total composition C13H48N14O11 in a non-equilibrium geometry, computed with ωB97M-V with the def2-TZVPD basis set.

CARTESIAN COORDINATES (ANGSTROEM)
N  3.784351  -0.950731  3.744940
C  2.969916  -1.996358  3.810298
N  3.434228  -3.039381  3.299278
O  1.846920  -1.859503  4.298969
H  3.545250  -0.153730  4.317418
H  4.662845  -1.008263  3.249937
H  2.702827  -3.735130  3.266074
H  4.319210  -3.159939  2.827721
N  -5.302032  -3.241375  -4.116028
C  -4.748248  -2.837482  -5.199213
N  -4.626465  -1.558870  -5.358651
O  -4.402859  -3.590329  -6.036258
H  -5.311168  -2.693439  -3.267628
H  -5.415817  -4.240118  -4.017679
H  -4.170790  -1.291833  -6.219552
H  -4.984243  -0.918409  -4.664467
N  -0.617763  -5.287831  -2.393711
C  -0.702226  -5.824246  -1.235472
N  0.508930  -6.139496  -0.874495
O  -1.726508  -6.051309  -0.629818
H  0.274117  -5.117668  -2.836072
H  -1.502698  -5.074725  -2.831410
H  1.253116  -5.704582  -1.400943
H  0.627009  -6.924741  -0.250362
N  4.663923  5.800418  2.870134
C  3.783833  4.865294  2.969926
N  3.457232  4.354498  1.815259
O  3.289401  4.502969  4.038206
H  5.063784  6.044464  1.975345
H  4.948071  6.326939  3.683851
H  2.778150  3.613699  1.714443
H  4.041757  4.655560  1.048579
N  -3.621478  -3.116733  6.341940
C  -4.258651  -3.087873  5.234446
N  -3.664786  -2.498343  4.285389
O  -5.371260  -3.524427  5.142873
H  -4.167746  -3.478601  7.110540
H  -2.712912  -2.677853  6.386539
H  -2.731213  -2.165114  4.479044
H  -4.264342  -2.488459  3.472644
N  -1.116874  4.607010  -2.996838
C  -1.976453  5.491131  -2.618420
N  -2.165698  5.486579  -1.310509
O  -2.552322  6.325661  -3.361511
H  -1.010956  4.406964  -3.981147
H  -0.589786  4.028855  -2.358073
H  -1.597183  4.924163  -0.693607
H  -2.846983  6.131974  -0.937134
N  -5.455786  2.079407  0.971035
C  -6.051811  0.947134  0.944533
N  -6.768731  0.753187  1.978979
O  -5.946015  0.119581  0.067694
H  -5.040269  2.330767  0.085448
H  -5.590488  2.763953  1.701343
H  -7.270904  -0.122076  2.021777
H  -6.967007  1.483491  2.647889
C  4.839499  2.140069  -5.259461
C  5.855205  3.051357  -5.988795
O  7.015809  3.211633  -5.113635
H  4.953652  2.199752  -4.177096
H  4.966482  1.072931  -5.441581
H  3.786810  2.320608  -5.477055
H  5.497544  4.068590  -6.148207
H  6.222798  2.579171  -6.899843
H  7.624780  3.849385  -5.493161
C  0.425605  -0.105054  -1.646007
C  -0.500433  -0.168147  -0.473449
O  -0.482629  1.042749  0.270429
H  0.639214  -1.106751  -2.018923
H  1.300666  0.418689  -1.261226
H  -0.052179  0.501341  -2.415492
H  -0.191381  -0.928434  0.243874
H  -1.533417  -0.417784  -0.715792
H  -1.168195  1.072511  0.941781
C  4.997118  -3.560983  -2.902111
O  4.767128  -4.808105  -2.228536
H  6.058495  -3.325291  -2.979766
H  4.634899  -3.521059  -3.929386
H  4.420519  -2.802861  -2.372134
H  5.398056  -4.921194  -1.513882
C  -0.756679  2.232264  7.045882
O  -1.222474  1.354828  6.009780
H  0.123058  1.733042  7.452016
H  -0.375177  3.127438  6.554732
H  -1.479226  2.432966  7.836913
H  -0.469947  0.771605  5.886640

Force components x, y, z for each atom (eV/Å):
N 1.607 2.275 0.140
C -2.649 5.310 2.291
N 0.906 -6.551 -2.488
O -0.186 -0.710 0.207
H 0.239 -0.068 -0.389
H -0.177 0.331 0.413
H 0.600 -0.591 -0.392
H -0.419 0.068 0.249
N -2.331 -1.782 5.026
C 0.284 0.157 -0.727
N 0.521 4.236 -0.214
O 1.561 -3.343 -3.745
H -0.148 -0.127 -0.182
H 0.113 0.275 0.059
H -0.232 0.401 0.419
H 0.243 0.196 -0.563
N -1.619 3.036 -5.165
C -1.636 -1.217 1.873
N 3.725 -1.422 2.719
O -0.824 -0.325 0.499
H -0.759 -0.065 -0.295
H 0.445 0.374 -0.311
H 0.301 -0.872 0.639
H 0.410 0.510 0.005
N 3.523 3.682 -0.035
C -2.430 -1.945 3.451
N -0.651 -1.372 -3.422
O 0.011 0.095 -0.029
H -0.038 0.185 0.444
H -0.101 -0.293 -0.221
H 0.349 0.217 0.122
H -0.678 -0.612 -0.312
N 2.531 -0.435 4.552
C -2.754 -0.990 0.774
N 2.155 2.093 -4.072
O -3.113 -1.369 -0.495
H 0.746 0.204 0.187
H -0.323 -0.316 0.871
H -0.297 0.302 -1.311
H 1.064 0.550 -0.527
N 2.991 -3.125 -2.353
C -2.636 4.026 -1.319
N -0.830 0.326 2.811
O 0.775 -1.736 0.840
H 0.043 0.271 0.252
H -0.337 0.101 -0.156
H -0.386 0.209 -0.028
H 0.386 -0.132 -0.004
N 3.118 4.751 -1.286
C 0.037 -2.219 -1.870
N -3.758 -1.657 4.720
O 0.445 -1.010 -1.676
H 0.138 0.412 0.401
H 0.124 -0.137 -0.451
H 0.022 0.291 0.236
H -0.068 -0.462 -0.108
C 0.162 -0.173 0.169
C 0.750 -0.230 1.224
O -0.565 -0.505 0.078
H 0.097 0.497 0.022
H 0.394 0.034 -0.426
H 0.117 0.423 -0.238
H -0.502 -0.240 -0.376
H -0.376 0.181 -0.260
H -0.085 0.012 -0.187
C -0.440 0.655 0.306
C -0.888 -0.845 1.634
O 0.426 1.158 -0.514
H 0.145 0.172 -0.016
H 0.362 -0.223 -0.421
H 0.271 -0.035 -0.245
H 0.251 -0.480 -0.214
H -0.068 -0.011 -0.453
H -0.070 -0.344 -0.088
C -0.106 0.064 0.511
O -0.172 -0.013 -0.819
H 0.013 0.155 0.318
H -0.232 -0.807 0.049
H 0.376 0.402 0.059
H 0.073 0.201 -0.115
C 1.041 -0.397 -0.727
O -0.275 -0.042 0.419
H -0.012 0.293 0.670
H -0.300 0.409 0.356
H -0.148 -0.071 -0.331
H -0.274 -0.240 -0.439

E = -57643.8753 eV
Structure (SMILES) = NC(N)=O.NC(N)=O.NC(N)=O.NC(N)=O.NC(N)=O.NC(N)=O.NC(N)=O.CCO.CCO.CO.CO
Strongest force on any atom = 7.07 eV/A
Frontier orbital gap = 9.1 eV

5.
A single C4H11N3 molecule in a non-equilibrium geometry, computed with ωB97M-V with the def2-TZVPD basis set.

CARTESIAN COORDINATES (ANGSTROEM)
H  3.698775  -1.241846  -0.018847
N  2.965276  -0.543869  0.033493
C  1.929251  -1.042649  -0.531355
N  0.687215  -0.564245  -0.747767
C  0.336676  0.809844  -0.331919
C  -1.206622  0.967772  -0.505598
C  -2.064723  -0.012041  0.287508
N  -2.287495  0.339844  1.688631
H  2.094130  -2.043188  -0.947448
H  0.172483  -0.799861  -1.579043
H  0.715285  0.853115  0.685877
H  0.767090  1.547082  -1.020259
H  -1.311666  0.619632  -1.549989
H  -1.450860  2.032738  -0.402053
H  -1.620818  -1.008082  0.241830
H  -3.056982  0.026182  -0.173587
H  -1.584911  0.033834  2.335188
H  -2.675758  1.254568  1.815286

Force components x, y, z for each atom (eV/Å):
H 0.007 0.111 0.176
N -1.091 0.901 0.266
C 1.761 -1.866 -1.034
N -0.553 1.916 0.575
C -0.763 -0.801 -0.157
C 1.631 -0.968 -0.410
C -0.405 1.245 0.824
N -0.220 -0.890 -0.534
H -0.693 -0.075 -0.254
H 0.431 -0.802 -0.122
H -0.069 0.759 0.062
H 0.460 -0.012 0.516
H -0.410 0.741 -0.040
H -0.342 -0.396 -0.045
H -0.273 0.036 -0.123
H 0.101 -0.540 -0.147
H 0.153 0.429 0.120
H 0.274 0.210 0.327

E = -8795.9115 eV
Structure (SMILES) = [H]/N=C/NCCCN
Strongest force on any atom = 2.77 eV/A
Frontier orbital gap = 9.8 eV

6.
2 unconnected molecules or ions with the total composition C4H4N2O2 in a non-equilibrium geometry, computed with ωB97M-V with the def2-TZVPD basis set.

CARTESIAN COORDINATES (ANGSTROEM)
C  1.336672  -0.075748  0.080193
C  0.869089  1.135705  -0.029324
C  -0.425341  0.990475  -0.227509
C  -2.012378  -0.814685  -0.114048
H  2.494702  -1.408171  0.026910
H  1.492634  2.099242  0.033042
H  -1.149437  1.792880  0.003221
H  -2.070170  -2.087031  -0.889080
N  -0.655461  -0.326518  -0.214289
N  0.414349  -1.039776  0.142121
O  2.626236  -0.425850  0.483662
O  -2.920899  0.159472  0.705105

Force components x, y, z for each atom (eV/Å):
C 3.632 -5.561 3.333
C 2.344 6.962 -0.735
C -2.442 2.567 0.956
C -2.509 3.303 2.749
H 1.678 3.040 2.193
H -1.301 -1.761 -0.138
H -0.059 -1.070 -1.062
H -0.447 4.032 2.950
N -5.299 -0.961 0.766
N 1.214 0.085 -1.902
O -2.130 -3.691 -3.260
O 5.319 -6.943 -5.850

E = -11280.9028 eV
Strongest force on any atom = 10.52 eV/A
Frontier orbital gap = 8.4 eV

- Among the records above, which one has the highest E?
  C4H11N3

- Which of these has the lowest E?
  C18H32CoGeN4O2PSSe

- What is the formula in the third record?
  C4H11N2O

- Among the records above, which one has the highest E?
  C4H11N3